1.
Below is 2 unconnected molecules or ions with the total composition C3H6F3NO4S2 in a non-equilibrium geometry, with properties calculated with ωB97M-V/def2-TZVPD.

Results
Spin multiplicity: 2
Total charge: -1
Kohn-Sham gap (spin up / spin down) in eV: 9.197 / 8.757

Atoms and positions in Å:
C 2.98 -1.37 -3.15
C 3.33 -2.72 -3.68
H 2.06 -0.90 -3.50
H 3.79 -0.64 -3.02
H 2.49 -3.42 -3.58
H 4.21 -3.15 -3.18
H 3.57 -2.66 -4.76
H 2.33 -1.40 -0.70
N 0.94 -0.21 0.87
S 1.96 -1.47 0.71
O 3.18 -1.39 1.53
O 1.14 -2.68 0.89
S 1.36 1.23 1.39
O 2.37 1.28 2.45
O 0.14 2.02 1.57
C 2.21 2.06 -0.06
F 3.28 1.36 -0.42
F 1.39 2.16 -1.09
F 2.60 3.28 0.30


2.
Below is a single C3H6O2 molecule in a non-equilibrium geometry, with properties calculated with ωB97M-V/def2-TZVPD.

Results
Total charge: 0
Kohn-Sham gap (spin up / spin down) in eV: 8.662 / 6.808

Atoms and positions in Å:
C -0.61 0.24 0.74
C -1.46 0.25 -0.52
C 0.87 0.03 0.33
O 1.36 -1.16 -0.11
O 1.54 1.04 -0.33
H -0.93 1.12 1.21
H -0.83 -0.50 1.38
H -1.73 -0.76 -0.93
H -1.37 0.99 -1.29
H 0.80 -1.92 0.21
H 2.35 0.67 -0.70


3.
Below is a molecular structure, C57H45BrN7O3SbSeZr in a non-equilibrium geometry, with properties calculated with ωB97M-V/def2-TZVPD.

Results
Total charge: 0
Kohn-Sham gap (spin up / spin down) in eV: 4.887 / 4.889

Atoms and positions in Å:
Zr 1.44 1.39 -0.93
C 0.89 2.06 -4.95
C 0.23 0.76 -4.57
C -0.85 0.32 -5.29
C -1.43 -0.93 -5.02
C -0.70 -1.81 -4.21
C 0.38 -1.39 -3.48
C 1.03 -2.48 -2.75
C 0.80 -0.06 -3.60
N 1.89 0.31 -2.82
C 3.15 -0.20 -3.15
O 3.44 -0.98 -4.05
C 4.17 0.35 -2.26
C 5.52 -0.05 -2.34
C 6.44 0.51 -1.48
C 5.95 1.49 -0.57
C 4.60 1.85 -0.60
N 3.68 1.25 -1.36
C 4.03 2.86 0.34
O 4.75 3.57 1.06
N 2.70 2.82 0.29
C 2.04 3.76 1.11
C 1.89 3.41 2.50
C 2.64 2.29 3.14
C 1.07 4.17 3.32
C 0.41 5.29 2.77
C 0.78 5.74 1.48
C 1.62 5.05 0.63
C 2.14 5.59 -0.66
H 0.70 2.31 -6.01
H 1.95 2.04 -4.68
H 0.36 2.79 -4.32
H -1.28 0.85 -6.14
H -2.35 -1.23 -5.45
H -0.99 -2.85 -4.18
H 0.34 -3.02 -2.08
H 1.93 -2.30 -2.21
H 1.30 -3.18 -3.57
H 5.77 -0.85 -3.03
H 7.47 0.24 -1.42
H 6.63 2.08 0.08
H 3.74 2.41 3.11
H 2.57 1.29 2.62
H 2.27 2.14 4.17
H 0.88 3.82 4.36
H -0.23 5.86 3.47
H 0.47 6.73 1.13
H 3.22 5.46 -0.65
H 1.91 6.63 -0.67
H 1.73 5.08 -1.53
Br -2.46 12.04 1.17
C -3.26 10.33 0.79
C -3.04 9.19 1.61
C -3.30 7.92 1.17
C -3.88 7.82 -0.10
C -4.57 8.97 -0.69
C -4.10 10.25 -0.30
N -3.71 6.70 -0.87
N -3.29 5.70 -0.16
C -2.70 4.71 -0.84
C -2.37 4.82 -2.20
C -1.27 4.16 -2.65
C -0.56 3.35 -1.83
O 0.67 2.89 -2.08
C -1.14 2.93 -0.54
N -0.55 1.90 0.15
C -1.20 1.52 1.29
C -2.12 2.27 1.90
C -2.59 3.45 1.29
C -2.21 3.64 -0.03
H -2.45 9.35 2.53
H -2.89 7.05 1.63
H -4.99 8.84 -1.68
H -4.33 11.20 -0.80
H -2.99 5.55 -2.79
H -0.86 4.21 -3.69
H -0.93 0.57 1.66
H -2.46 1.91 2.88
H -3.34 4.12 1.74
C -3.30 -7.86 -2.24
C -3.86 -6.76 -1.59
C -3.37 -6.39 -0.32
C -2.33 -7.11 0.26
C -1.95 -8.33 -0.29
C -2.33 -8.62 -1.58
Sb -0.82 -5.81 1.29
C -1.33 -5.77 3.35
C -0.39 -6.07 4.35
C -0.71 -5.85 5.66
C -1.80 -5.06 5.98
C -2.64 -4.61 4.96
C -2.53 -5.15 3.64
C 0.61 -7.41 1.65
C 1.90 -7.43 1.07
C 2.76 -8.56 1.23
C 2.35 -9.63 2.12
C 1.15 -9.54 2.73
C 0.21 -8.48 2.41
H -3.61 -8.11 -3.25
H -4.66 -6.18 -2.04
H -3.78 -5.57 0.30
H -1.32 -9.07 0.26
H -1.92 -9.50 -2.07
H 0.56 -6.42 4.07
H 0.00 -6.20 6.43
H -1.92 -4.83 7.04
H -3.46 -3.87 5.18
H -3.27 -5.15 2.90
H 2.23 -6.58 0.47
H 3.79 -8.54 0.87
H 3.03 -10.48 2.32
H 0.75 -10.27 3.45
H -0.73 -8.55 2.89
Se 1.73 -0.99 0.44
C 0.59 -2.41 0.81
N 0.14 -3.45 1.09


Q: Number 1 is which compound?
A: C3H6F3NO4S2


Q: What is the total charge in the third record?
A: 0